Arrangement A

{
  "formula": "C3H12O2S2",
  "method": "ωB97M-V/def2-TZVPD",
  "symbols": ["C", "C", "S", "S", "C", "H", "H", "H", "H", "H", "H", "H", "H", "O", "H", "H", "O", "H", "H"],
  "xyz": [[-1.212, 2.731, -1.505], [-1.370, 1.958, -0.157], [-1.270, 0.152, -0.342], [-0.448, -0.197, -2.287], [0.150, -1.892, -1.961], [-0.460, 2.248, -2.215], [-2.029, 2.888, -2.109], [-0.988, 3.743, -1.110], [-2.360, 2.086, 0.248], [-0.735, 2.420, 0.627], [-0.263, -2.854, -2.285], [0.172, -1.921, -0.817], [1.195, -1.995, -2.152], [1.790, 0.179, 1.767], [1.436, 1.045, 1.469], [1.777, -0.080, 0.799], [1.706, -3.389, 4.351], [2.122, -3.817, 3.552], [0.786, -3.305, 4.127]],
  "charge": 0,
  "multiplicity": 1,
  "gap_ev": 8.50,
  "smiles": "CCSSC.O.O",
  "lumo_energy_ev": 0.262,
  "molar_mass_g_mol": 144.26
}


Arrangement B

{
  "formula": "C3H12O2S2",
  "method": "ωB97M-V/def2-TZVPD",
  "symbols": ["C", "C", "S", "S", "C", "H", "H", "H", "H", "H", "H", "H", "H", "O", "H", "H", "O", "H", "H"],
  "xyz": [[2.350, -0.707, 2.341], [1.799, -0.563, 0.901], [1.747, -2.142, -0.088], [1.802, -1.269, -2.101], [0.058, -0.511, -2.181], [3.258, -1.147, 2.181], [1.675, -1.399, 2.979], [2.392, 0.379, 2.667], [0.847, 0.082, 0.712], [2.421, 0.116, 0.204], [-0.394, -1.005, -3.035], [-0.532, -0.787, -1.294], [-0.077, 0.583, -2.254], [-1.973, 3.316, -0.216], [-1.276, 2.754, -0.688], [-1.723, 3.077, 0.679], [-4.131, -0.104, -0.637], [-4.864, -0.325, -0.084], [-3.378, -0.350, -0.085]],
  "charge": 0,
  "multiplicity": 1,
  "gap_ev": 9.02,
  "smiles": "CCSSC.O.O",
  "lumo_energy_ev": 0.137,
  "molar_mass_g_mol": 144.26
}


Which is the most stable structure? arrangement B is the most stable.


Arrangement A

{
  "formula": "C5H14N2O2",
  "method": "ωB97M-V/def2-TZVPD",
  "symbols": ["C", "C", "C", "N", "O", "C", "C", "N", "O", "H", "H", "H", "H", "H", "H", "H", "H", "H", "H", "H", "H", "H", "H"],
  "xyz": [[2.164, 0.568, 1.236], [0.913, -0.275, 1.423], [-0.543, 0.269, 0.535], [-0.544, 1.672, 0.410], [-1.641, -0.124, 1.292], [-0.371, -0.567, -0.734], [-1.797, -0.282, -1.637], [0.701, -0.275, -1.635], [-0.468, -1.954, -0.474], [2.921, 0.323, 1.991], [2.614, 0.409, 0.253], [1.948, 1.636, 1.335], [0.598, -0.186, 2.471], [1.181, -1.338, 1.374], [-1.130, 2.000, -0.351], [-0.742, 2.127, 1.295], [-1.683, -1.096, 1.197], [-1.811, 0.738, -2.030], [-1.817, -0.998, -2.464], [-2.695, -0.460, -1.040], [0.450, -0.484, -2.596], [1.287, 0.522, -1.400], [0.465, -2.228, -0.451]],
  "charge": 0,
  "multiplicity": 1,
  "gap_ev": 9.90,
  "smiles": "CC[C@](N)(O)[C@@](C)(N)O",
  "lumo_energy_ev": 0.894,
  "molar_mass_g_mol": 134.18
}


Arrangement B

{
  "formula": "C5H14N2O2",
  "method": "ωB97M-V/def2-TZVPD",
  "symbols": ["C", "C", "N", "O", "H", "H", "H", "H", "H", "H", "H", "C", "C", "C", "N", "O", "H", "H", "H", "H", "H", "H", "H"],
  "xyz": [[0.487, 1.641, -1.004], [-0.937, 1.983, -0.736], [2.264, 1.636, 1.018], [1.091, 0.918, 0.737], [2.078, 2.259, 1.805], [3.004, 0.985, 1.270], [0.717, 1.407, -2.040], [1.221, 2.398, -0.730], [-1.609, 1.196, -1.079], [-1.189, 2.883, -1.309], [-1.103, 2.167, 0.322], [-1.283, -1.379, 0.445], [-0.587, -2.369, 1.388], [-0.708, -1.463, -0.954], [0.528, -0.866, -1.104], [-1.269, -2.003, -1.886], [1.004, -1.058, -1.974], [1.047, -0.541, -0.272], [-1.145, -0.370, 0.837], [-2.348, -1.594, 0.376], [-0.659, -3.387, 1.002], [-1.064, -2.349, 2.368], [0.460, -2.095, 1.519]],
  "charge": 0,
  "multiplicity": 1,
  "gap_ev": [9.23, 9.23],
  "lumo_energy_ev": [0.341, 0.341],
  "molar_mass_g_mol": 134.18
}


Which is the most stable structure? arrangement A is the most stable.


Arrangement A

{
  "formula": "CH4N3O",
  "method": "ωB97M-V/def2-TZVPD",
  "symbols": ["C", "N", "N", "N", "O", "H", "H", "H", "H"],
  "xyz": [[0.793, -0.839, -0.349], [-2.076, 0.777, 1.251], [1.021, 0.303, -1.025], [-2.816, 1.187, 1.941], [-0.014, -0.966, 0.584], [1.355, -1.650, -0.861], [0.552, 1.116, -0.643], [1.831, 0.376, -1.724], [-0.645, -0.304, 0.828]],
  "charge": 1,
  "multiplicity": 1,
  "gap_ev": 13.13,
  "lumo_energy_ev": -4.622,
  "molar_mass_g_mol": 74.06
}


Arrangement B

{
  "formula": "CH4N3O",
  "method": "ωB97M-V/def2-TZVPD",
  "symbols": ["N", "C", "N", "N", "O", "H", "H", "H", "H"],
  "xyz": [[-0.115, -0.472, 1.517], [0.506, -0.156, 0.461], [-0.138, 0.407, -0.576], [0.452, 0.566, -1.965], [-0.413, 0.672, -2.740], [0.462, -0.906, 2.260], [-1.177, -0.431, 1.457], [1.543, -0.203, 0.206], [-1.120, 0.522, -0.619]],
  "charge": 1,
  "multiplicity": 1,
  "gap_ev": 10.34,
  "smiles": "[NH2+]=CNN=O",
  "lumo_energy_ev": -5.423,
  "molar_mass_g_mol": 74.06
}


Which is the most stable structure? arrangement A is the most stable.


Arrangement A

{
  "formula": "C2HN3O3",
  "method": "ωB97M-V/def2-TZVPD",
  "symbols": ["O", "C", "N", "N", "N", "O", "C", "O", "H"],
  "xyz": [[1.624, 1.725, 0.032], [0.728, 0.965, 0.057], [-0.693, 1.399, -0.049], [-1.549, 0.584, 0.000], [-1.314, -0.687, 0.256], [-0.041, -1.142, -0.137], [1.073, -0.469, 0.125], [2.160, -1.050, 0.021], [-1.987, -1.325, -0.306]],
  "charge": 0,
  "multiplicity": 1,
  "gap_ev": 8.96,
  "smiles": "O=c1nn[nH]oc1=O",
  "lumo_energy_ev": -1.254,
  "molar_mass_g_mol": 115.05
}


Arrangement B

{
  "formula": "C2HN3O3",
  "method": "ωB97M-V/def2-TZVPD",
  "symbols": ["O", "C", "N", "N", "N", "C", "O", "O", "H"],
  "xyz": [[-2.231, -0.941, 0.019], [-1.226, -0.331, 0.038], [-1.175, 1.093, -0.076], [-0.070, 1.598, -0.082], [1.059, 1.026, 0.123], [1.216, -0.308, 0.003], [2.213, -1.023, -0.083], [-0.045, -1.007, 0.031], [1.869, 1.577, 0.265]],
  "charge": 0,
  "multiplicity": 1,
  "gap_ev": 9.93,
  "smiles": "O=c1nn[nH]c(=O)o1",
  "lumo_energy_ev": -0.866,
  "molar_mass_g_mol": 115.05
}


Arrangement C

{
  "formula": "C2HN3O3",
  "method": "ωB97M-V/def2-TZVPD",
  "symbols": ["O", "C", "N", "C", "N", "O", "N", "O", "H"],
  "xyz": [[1.137, 0.839, 2.562], [0.366, 0.030, 2.026], [-0.430, 0.292, 1.012], [-0.532, 0.323, -0.228], [-1.108, 0.697, -1.244], [-0.898, 0.105, -2.464], [0.246, -0.601, -2.515], [0.912, -0.739, -1.494], [0.308, -0.945, 2.343]],
  "charge": 0,
  "multiplicity": 1,
  "gap_ev": 9.23,
  "smiles": "O=CN=C=NON=O",
  "lumo_energy_ev": -1.169,
  "molar_mass_g_mol": 115.05
}


Which is the most stable structure? arrangement B is the most stable.


Arrangement A

{
  "formula": "C3H10N4",
  "method": "ωB97M-V/def2-TZVPD",
  "symbols": ["C", "C", "C", "N", "N", "N", "N", "H", "H", "H", "H", "H", "H", "H", "H", "H", "H"],
  "xyz": [[-0.680, -0.868, -0.648], [-0.113, -0.071, -1.535], [-0.422, -1.031, 0.862], [-0.012, 0.357, -2.729], [0.749, -1.701, 1.126], [0.421, 1.256, 0.205], [-0.381, 0.708, 1.251], [-1.402, -1.507, -1.055], [-1.333, -1.295, 1.442], [-0.431, 1.243, -3.004], [0.638, 0.086, -3.444], [0.974, -2.254, 1.981], [1.329, -1.781, 0.315], [1.425, 0.892, 0.274], [0.367, 2.232, -0.092], [-1.298, 1.083, 1.190], [-0.018, 1.035, 2.182]],
  "charge": 2,
  "multiplicity": 3,
  "gap_ev": [7.22, 6.70],
  "lumo_energy_ev": [-7.987, -12.731],
  "molar_mass_g_mol": 102.14
}


Arrangement B

{
  "formula": "C3H10N4",
  "method": "ωB97M-V/def2-TZVPD",
  "symbols": ["C", "C", "C", "N", "N", "N", "N", "H", "H", "H", "H", "H", "H", "H", "H", "H", "H"],
  "xyz": [[1.141, -1.030, -0.506], [-0.052, 0.228, -0.222], [-1.696, 1.267, 1.185], [2.432, -0.835, -0.346], [-0.715, 0.193, 0.871], [0.542, -2.142, -0.783], [-0.146, 1.108, -1.182], [-1.181, 2.191, 1.360], [-2.315, 1.309, 0.333], [-2.033, 1.096, 2.258], [2.767, 0.049, -0.515], [3.229, -1.479, -0.448], [-0.415, -0.587, 1.430], [-0.474, -2.235, -0.765], [1.073, -2.762, -1.309], [0.420, 1.216, -2.040], [-0.889, 1.827, -1.284]],
  "charge": 2,
  "multiplicity": 3,
  "gap_ev": [5.62, 4.31],
  "lumo_energy_ev": [-8.609, -14.254],
  "molar_mass_g_mol": 102.14
}


Which is the most stable structure? arrangement B is the most stable.